DFT (wB97M-V/def2-TZVPD) results for C34H98AgBN8O11V as an isolated structure.

```
154
Properties=species:S:1:pos:R:3
Ag -0.04 -3.49 -1.62
V -1.63 -0.46 -3.32
O 3.61 -3.58 -4.97
O -0.71 3.35 0.99
O -2.36 0.33 4.69
O 3.78 3.81 -0.57
O 3.31 0.87 -7.12
O 1.99 2.25 5.32
O -0.32 -0.85 -1.55
O -1.62 -2.73 -3.63
O -2.30 -0.27 -4.79
O -5.98 -2.71 -2.36
O 1.19 -4.85 3.37
N 0.73 -4.38 0.44
N 0.61 0.34 -4.59
N -2.87 -1.09 8.19
N 1.93 -2.45 -2.95
N -3.95 2.88 -0.84
N -3.75 -0.64 -2.44
N 5.43 1.51 0.10
N -0.44 5.01 4.23
C -3.12 -0.48 6.89
C -1.51 -4.08 0.80
C -3.60 3.97 1.36
C 3.67 3.25 0.70
C 3.75 -4.11 -3.64
C -1.32 -3.58 -4.72
C -1.91 -0.35 5.93
C -5.46 -3.95 -2.62
C 4.28 1.85 -7.47
C 3.26 -3.01 -2.65
C 0.29 0.03 -7.00
C 1.60 -3.57 3.92
C -5.43 -2.08 -1.22
C 3.03 3.12 -1.55
C -0.42 4.75 0.90
C 1.37 3.24 4.46
C 3.31 -3.66 -1.28
C -3.00 3.57 0.00
C 0.43 4.29 5.15
C -1.60 -0.03 3.52
C 3.02 2.78 6.14
C -1.65 2.75 0.12
C -3.96 -1.50 -1.26
C -3.71 0.84 7.28
C -0.16 -3.96 1.45
C 2.37 1.30 -6.06
C 0.25 -0.12 -0.49
C 4.52 1.39 2.32
C -3.62 -0.65 -0.03
C -0.06 -4.87 2.71
C 4.23 1.80 0.84
C 1.31 0.18 -5.82
C -0.53 3.65 6.13
C 4.51 -4.11 -5.91
B -2.18 2.17 -3.40
H -1.28 -3.07 -5.69
H -0.30 -0.88 -6.86
H -1.69 1.82 -4.29
H 0.16 -2.93 1.62
H 6.09 2.25 0.28
H 2.37 -3.47 4.68
H 4.38 -3.97 -6.98
H 5.23 1.67 -0.88
H 4.30 3.88 1.33
H -4.45 -3.80 -3.01
H 0.71 -5.39 0.41
H -6.02 -4.39 -3.44
H 2.03 -2.15 -3.91
H 1.34 0.31 -3.89
H 0.72 -2.97 4.16
H 1.00 -0.65 0.10
H 2.96 -4.86 -3.59
H 1.97 -0.69 -5.80
H 0.66 0.85 -0.77
H -1.81 -3.16 0.30
H -0.56 -0.05 0.24
H 2.11 -3.11 3.08
H 2.21 3.62 3.88
H -3.94 -1.05 6.44
H 2.95 1.47 -5.15
H -4.10 1.96 -0.45
H 5.56 -3.93 -5.67
H 2.64 2.78 7.16
H -2.02 -0.83 8.66
H -1.18 5.42 4.76
H -1.30 -1.07 3.68
H -3.06 1.54 7.81
H -1.16 0.26 6.44
H 4.28 -5.17 -5.88
H -5.37 -2.59 -0.26
H 2.89 3.64 -2.50
H -1.21 5.43 1.22
H 3.54 1.29 2.80
H 3.37 3.79 5.91
H 2.92 -3.06 -0.46
H -4.34 0.18 -2.40
H 0.83 -0.06 -7.94
H 3.52 1.06 0.47
H 0.16 1.25 -4.56
H -0.13 4.90 -0.14
H -4.01 0.37 -0.05
H -2.98 4.58 -0.40
H 0.06 3.01 6.78
H 3.49 2.20 -1.91
H -0.32 0.94 -7.00
H -3.99 1.47 6.43
H -1.79 3.12 -3.06
H 4.13 2.76 -6.89
H 3.90 2.14 6.15
H -2.02 -4.41 -4.74
H 1.84 -1.57 -2.47
H 1.02 4.98 5.75
H -1.14 2.78 -0.84
H -3.98 -1.12 0.88
H -2.02 1.37 -2.69
H -4.13 4.91 1.16
H -0.40 -5.88 2.47
H -3.25 2.26 -3.51
H 0.53 4.98 1.38
H -0.34 -4.03 -4.55
H 0.67 2.66 3.85
H -4.58 0.72 7.94
H 2.69 -4.55 -1.46
H -2.34 -4.17 1.49
H -2.25 0.12 2.66
H 1.92 2.28 -6.19
H -4.28 -1.13 -3.15
H 4.34 -3.97 -1.12
H -1.62 -4.91 0.10
H -3.54 2.69 -1.75
H -2.94 4.16 2.20
H -1.43 3.14 5.77
H -0.94 4.27 3.75
H -1.44 -1.32 5.79
H 5.28 1.46 -7.28
H 2.65 3.33 1.06
H 4.56 -4.78 -3.35
H 2.01 2.96 -1.21
H -3.21 -2.28 -1.19
H -2.56 -0.41 0.08
H -5.38 -4.69 -1.82
H -0.68 0.55 3.56
H -2.80 -2.10 8.21
H 4.86 0.36 2.37
H -0.98 4.42 6.76
H 5.24 2.01 2.86
H -4.31 3.20 1.65
H 1.64 -4.28 0.87
H 3.97 -2.19 -2.71
H -6.09 -1.26 -0.93
H -1.81 1.73 0.45
H 4.05 1.96 -8.53
H -0.84 -4.51 3.39
```

Computed properties:
E   -101642.3405 eV
LUMO level (spin up / spin down)   -0.02 / -0.02 eV
Multiplicity   2
Total charge   0



DFT (wB97M-V/def2-TZVPD) results for a 2-piece molecular cluster, CH8N2 overall.

```
11
Properties=species:S:1:pos:R:3
N -2.16 0.50 0.68
N 2.74 -0.81 -0.03
C -1.35 0.35 -0.51
H -1.82 0.04 1.52
H -1.81 -0.31 -1.27
H -0.40 -0.12 -0.22
H -1.02 1.32 -0.87
H -2.40 1.48 0.85
H 3.43 -0.35 0.52
H 2.04 -1.41 0.35
H 2.73 -0.69 -1.03
```

Computed properties:
E   -4137.1463 eV
LUMO level (spin up / spin down)   -3.76 / -9.43 eV
Energy relative to the best compared isomer or geometry (same formula, charge and spin)   9.7 kcal per mole
Multiplicity   2
Total charge   +1



DFT (wB97M-V/def2-TZVPD) results for a 2-piece molecular cluster, C5H6N overall.

```
12
Properties=species:S:1:pos:R:3
N -1.22 -0.82 -0.05
C 2.64 0.47 0.06
C -0.78 0.42 0.08
C -1.44 1.56 -0.08
C -1.64 -1.87 -0.02
C 2.44 -0.74 0.02
H -2.47 1.45 -0.49
H -1.98 -2.89 -0.20
H -0.87 2.39 0.17
H 3.15 1.40 0.15
H 0.23 0.29 0.41
H 1.93 -1.66 -0.06
```

Computed properties:
E   -6759.9399 eV
LUMO level   -5.56 eV
Energy relative to the best compared isomer or geometry (same formula, charge and spin)   120.8 kcal per mole
Total charge   +1



DFT (wB97M-V/def2-TZVPD) results for a 2-piece molecular cluster, C3H10NOS2 overall.

```
17
Properties=species:S:1:pos:R:3
S 0.96 1.56 1.45
S 0.62 0.07 2.81
O -0.89 -0.77 -0.58
N -0.17 0.41 -2.49
C -0.73 1.91 0.87
C 0.80 -1.44 1.81
C -0.36 -0.92 -1.79
H -0.66 2.77 0.20
H 0.11 1.07 -1.77
H -1.34 2.18 1.72
H 0.65 -1.42 -1.78
H -1.08 1.01 0.34
H 0.31 -1.32 0.84
H 1.86 -1.65 1.68
H -0.99 -1.52 -2.49
H 0.60 0.34 -3.16
H 0.33 -2.27 2.35
```

Computed properties:
E   -28481.4501 eV
LUMO level   3.33 eV
Energy relative to the best compared isomer or geometry (same formula, charge and spin)   38.6 kcal per mole
Total charge   -1